--- w ---
26
Properties=species:S:1:pos:R:3 method="wB97M-V/def2-TZVPD" total_charge=+1 homo_lumo_gap_ev=11.1 e_homo_ev=-13.8 lumo_ha=-0.102
O -1.62 -0.39 0.83
N 1.85 0.74 -0.39
N -0.59 0.99 -0.75
C -1.55 0.67 0.10
C -2.57 1.68 0.47
C -0.74 -1.59 0.47
C -1.50 -2.34 -0.59
C 1.98 0.95 1.05
C 2.47 -0.48 -0.74
H 2.87 1.54 1.27
H -1.99 2.67 0.77
H 0.19 -1.28 -0.02
H 3.56 -0.48 -0.55
H 2.40 1.58 -0.86
H -1.75 -1.77 -1.52
H -3.17 1.78 -0.38
H 2.04 -0.02 1.66
H -2.53 -2.49 -0.03
H 2.56 -0.62 -1.87
H -0.78 -2.04 1.47
H -3.17 1.44 1.25
H -0.54 1.95 -1.23
H 1.97 -1.32 -0.27
H 1.19 1.49 1.48
H -1.04 -3.33 -0.99
H 0.46 0.69 -0.63


--- x ---
26
Properties=species:S:1:pos:R:3 method="wB97M-V/def2-TZVPD" total_charge=+1 homo_lumo_gap_ev=9.6 e_homo_ev=-12.5 lumo_ha=-0.105
O -0.91 -2.54 -1.10
N -1.14 0.09 -0.84
N 2.18 -2.21 -0.24
C 1.33 -0.04 0.51
C 1.00 1.14 1.43
C 1.66 -1.28 0.79
C -0.95 1.55 -0.42
C -0.36 1.65 1.03
C -2.22 2.30 -0.54
H 2.98 -1.88 -0.85
H -1.93 -0.06 -1.46
H -2.76 1.84 -1.24
H -1.65 -3.05 -0.94
H -2.72 2.56 0.25
H -0.13 1.88 -1.16
H -2.06 3.29 -1.10
H 0.95 0.95 2.60
H 1.74 0.38 -0.45
H 1.66 -1.69 1.77
H -0.47 2.68 1.44
H 2.48 -3.13 0.13
H -1.17 1.03 1.50
H -0.32 -0.21 -1.53
H 1.87 1.96 1.32
H -0.04 -2.74 -0.57
H -1.17 -0.65 -0.20


The data favor w; the next most stable structure lies 9.3 kcal/mol above it.


--- w ---
17
Properties=species:S:1:pos:R:3 method="wB97M-V/def2-TZVPD" total_charge=+3 homo_lumo_gap_ev=2.3 e_homo_ev=-21.2 lumo_ha=-0.694
In 5.49 10.59 -13.13
O 4.29 10.77 -18.01
O 2.89 12.81 -16.54
O 7.09 14.83 -15.06
O 1.98 7.83 -14.80
C 3.15 11.49 -18.53
C 2.99 12.92 -17.97
H 7.67 14.97 -15.80
H 1.11 8.13 -15.07
H 1.81 7.04 -14.29
H 2.41 13.58 -16.23
H 3.79 13.59 -18.30
H 6.55 15.62 -15.02
H 4.32 9.96 -18.53
H 3.32 11.56 -19.61
H 2.12 13.39 -18.44
H 2.23 10.98 -18.24


--- x ---
17
Properties=species:S:1:pos:R:3 method="wB97M-V/def2-TZVPD" total_charge=+3 homo_lumo_gap_ev=5.6 e_homo_ev=-24.1 lumo_ha=-0.680
In 1.71 -0.31 -0.19
O -0.11 1.42 -0.37
O -0.31 -1.45 0.13
O 1.78 1.89 -0.15
O 1.42 -2.55 -0.39
C -1.42 0.85 -0.17
C -1.10 -0.35 0.73
H -0.65 0.07 1.63
H 1.19 2.36 0.45
H -2.04 -0.77 1.09
H -0.18 2.35 -0.58
H 2.44 2.53 -0.40
H -0.94 -2.16 0.03
H 1.36 -3.10 -1.17
H -2.11 1.57 0.27
H -1.81 0.58 -1.15
H 0.78 -2.93 0.22


The data favor x; the next most stable structure lies 3.0 kcal/mol above it.


--- w ---
41
Properties=species:S:1:pos:R:3 method="wB97M-V/def2-TZVPD" homo_lumo_gap_ev=9.1 smiles="CCCCOc1cccc(C2(C(=O)O)CCCC2)c1" e_homo_ev=-8.5 lumo_ha=0.026
O -2.29 0.85 -0.53
O -2.75 -1.32 -0.65
O 2.59 -0.36 -1.26
C 0.49 0.73 2.14
C 0.51 -0.39 0.02
C 1.98 -0.95 -2.38
C 2.63 2.03 -3.17
C 2.49 0.72 0.81
C 1.82 1.08 1.95
C -2.27 -0.40 -0.05
C 1.86 1.02 -4.01
C -2.55 -0.44 3.57
C -1.61 -0.46 1.32
C 1.84 -0.03 -0.17
C 1.08 0.01 -3.18
C -2.47 0.39 2.29
C -2.66 -1.86 3.04
C -1.64 -1.90 1.90
C -0.17 0.00 1.17
H 2.81 -1.27 -3.01
H 0.43 0.55 -2.48
H 3.14 2.75 -3.80
H -3.40 -0.15 4.19
H 0.45 -0.59 -3.83
H -0.65 -2.16 2.28
H -1.91 -2.61 1.12
H 2.56 0.49 -4.67
H -3.66 -2.04 2.65
H 1.16 1.56 -4.66
H -2.45 -2.61 3.80
H -2.06 1.38 2.43
H 3.52 0.99 0.65
H -2.73 0.87 -1.40
H 3.37 1.53 -2.55
H -3.47 0.50 1.87
H -1.64 -0.33 4.15
H 1.95 2.57 -2.51
H 0.00 -0.99 -0.71
H 2.33 1.65 2.72
H -0.01 1.03 3.04
H 1.41 -1.84 -2.09


--- x ---
41
Properties=species:S:1:pos:R:3 method="wB97M-V/def2-TZVPD" homo_lumo_gap_ev=9.6 smiles="CCCCC[C@H]1C[C@@H](COc2ccccc2)OC1=O" e_homo_ev=-8.8 lumo_ha=0.029
O -2.52 -0.79 0.78
O 2.40 -2.61 -0.88
O 0.42 -2.77 0.11
C 4.55 1.54 -0.49
C -0.46 -1.96 0.88
C -1.65 -1.55 -0.01
C 5.12 0.13 -0.40
C 1.60 -0.77 0.49
C -6.08 0.72 -0.71
C -5.69 0.93 0.60
C 1.56 -2.14 -0.18
C 2.02 1.70 -0.04
C -3.68 -0.33 0.22
C -4.50 0.42 1.07
C -4.07 -0.54 -1.10
C 1.65 0.32 -0.59
C 0.35 -0.75 1.37
C -5.27 -0.01 -1.55
C 3.43 1.82 0.53
H 2.52 -0.72 1.07
H 3.54 2.85 0.90
H 3.55 1.17 1.39
H 4.18 1.73 -1.50
H 2.38 0.03 -1.35
H -6.32 1.51 1.27
H 1.90 2.43 -0.85
H -0.23 0.16 1.26
H -7.01 1.13 -1.07
H 0.68 0.39 -1.08
H 5.37 2.25 -0.32
H -0.85 -2.57 1.70
H 0.61 -0.87 2.42
H 5.52 -0.06 0.59
H 1.31 1.97 0.75
H 4.37 -0.63 -0.62
H -2.14 -2.46 -0.39
H -4.18 0.57 2.09
H -5.56 -0.18 -2.58
H -1.28 -0.97 -0.87
H -3.45 -1.11 -1.77
H 5.93 0.02 -1.11


The data favor w; the next most stable structure lies 7.3 kcal/mol above it.


--- w ---
57
Properties=species:S:1:pos:R:3 method="wB97M-V/def2-TZVPD" homo_lumo_gap_ev=8.3 smiles="CCCn1nc2cc(C(=O)NCCCCc3ccccc3)ccc2c1OCC" e_homo_ev=-7.7 lumo_ha=0.021
O -6.37 0.45 -0.46
O 0.73 2.68 0.20
N -3.47 -1.45 -0.81
N 1.17 0.95 -1.18
N -4.78 -1.20 -0.74
C -5.06 0.10 -0.52
C 7.06 -0.57 0.37
C 7.73 -1.48 -0.44
C -6.70 1.72 0.07
C -2.04 2.33 -0.25
C 4.84 0.27 -0.40
C -3.84 0.78 -0.45
C -6.41 1.83 1.56
C -2.87 -0.27 -0.64
C 5.57 -0.67 0.56
C -6.26 -2.36 1.61
C 9.14 0.58 0.75
C 9.80 -0.33 -0.05
C 9.10 -1.36 -0.64
C 2.60 1.14 -1.20
C 3.33 0.13 -0.30
C -5.73 -2.27 -0.87
C -3.39 2.09 -0.24
C 0.34 1.71 -0.42
C 7.78 0.46 0.96
C -1.50 0.00 -0.63
C -5.76 -3.13 0.40
C -1.09 1.30 -0.45
H 5.12 1.31 -0.18
H -5.34 1.71 1.76
H -6.42 -3.99 0.21
H 7.26 1.18 1.58
H 5.31 -0.41 1.58
H 5.24 -1.69 0.37
H 3.01 0.28 0.73
H 9.61 -2.08 -1.26
H 10.87 -0.24 -0.21
H -6.95 1.05 2.10
H 3.04 -0.89 -0.60
H -6.71 -1.83 -1.06
H -5.59 -1.53 1.83
H -6.17 2.51 -0.49
H -4.08 2.91 -0.08
H -1.66 3.33 -0.09
H -6.31 -3.00 2.48
H 9.68 1.39 1.21
H 7.19 -2.29 -0.90
H -7.77 1.82 -0.12
H -7.25 -1.95 1.42
H 2.96 1.05 -2.23
H 5.16 0.06 -1.43
H -6.72 2.80 1.93
H 2.79 2.15 -0.84
H -4.76 -3.51 0.59
H -0.81 -0.82 -0.74
H 0.80 0.14 -1.65
H -5.42 -2.88 -1.72


--- x ---
57
Properties=species:S:1:pos:R:3 method="wB97M-V/def2-TZVPD" homo_lumo_gap_ev=9.5 e_homo_ev=-8.8 lumo_ha=0.027
O 0.55 0.25 5.42
O 3.81 -0.49 0.48
N 0.94 -0.93 -2.62
N -2.09 1.26 1.96
N 0.05 1.27 3.47
C 2.62 -1.92 -1.15
C 2.76 -2.63 3.25
C -2.28 1.86 3.13
C 3.12 -0.93 1.60
C 2.27 -0.08 2.29
C 0.71 0.36 4.22
C -3.12 1.08 1.16
C -1.05 -0.24 -3.95
C -4.61 2.13 2.69
C 1.95 0.45 -0.88
C 1.41 0.41 -2.30
C 1.91 -1.79 3.94
C -3.53 2.31 3.54
C 0.29 -0.96 -3.92
C -3.12 0.52 -2.71
C 3.36 -2.21 2.08
C -1.79 -0.14 -2.86
C 2.03 -1.88 -2.55
C -4.40 1.50 1.47
C -1.41 0.28 -5.31
C 3.13 -0.52 -0.77
C 1.65 -0.51 3.45
C -1.06 2.03 4.00
H 1.86 -2.23 -0.44
H -0.81 1.16 -5.54
H -3.56 0.79 -3.67
H 2.28 1.46 -0.63
H 2.14 0.93 1.93
H 1.43 -2.10 4.86
H -2.46 0.55 -5.38
H 0.57 1.10 -2.40
H 2.20 0.73 -3.01
H -1.20 -0.48 -6.07
H 0.02 1.16 2.47
H -3.64 2.79 4.50
H -1.25 1.68 5.02
H 0.11 -2.01 -4.18
H -5.59 2.47 2.98
H 3.91 -0.22 -1.47
H 1.16 0.15 -0.19
H -5.22 1.33 0.79
H -3.81 -0.14 -2.19
H 4.04 -2.86 1.55
H -0.80 3.09 4.05
H 2.83 -1.64 -3.28
H 1.63 -2.87 -2.80
H -2.90 0.58 0.22
H -3.02 1.44 -2.12
H 2.96 -3.62 3.63
H 3.44 -2.64 -1.12
H -1.39 -0.57 -1.94
H 0.94 -0.53 -4.70


The data favor w; the next most stable structure lies 6.8 kcal/mol above it.


--- w ---
19
Properties=species:S:1:pos:R:3 method="wB97M-V/def2-TZVPD" homo_lumo_gap_ev="6.9 / 8.7" e_homo_ev="-7.0 / -8.2" lumo_ha="-0.005 / 0.017"
O 1.21 -1.29 1.13
O 0.22 0.65 -1.63
C -1.55 0.28 -0.12
C 1.15 -0.09 -0.95
C -1.04 0.76 -1.16
C 1.45 1.05 1.49
C 1.84 -1.06 -1.60
C 1.17 -0.08 0.49
C -2.89 0.02 0.46
H 2.54 1.12 1.65
H 0.90 -2.06 0.60
H -3.13 0.75 1.21
H 0.98 2.02 1.29
H 0.96 0.64 2.39
H 2.58 -1.52 -0.95
H -3.59 0.17 -0.38
H 1.94 -1.34 -2.70
H -1.65 0.98 -2.12
H -3.08 -0.99 0.89


--- x ---
19
Properties=species:S:1:pos:R:3 method="wB97M-V/def2-TZVPD" homo_lumo_gap_ev=8.7 smiles="C[C@@H]1C[C@H](C)C(=O)C1=O" e_homo_ev=-9.5 lumo_ha=-0.030
O -0.82 -1.87 -1.79
O 0.61 0.50 -2.69
C -0.18 -1.06 -1.10
C 0.53 0.12 -1.56
C 1.07 -0.13 0.73
C -1.30 -1.16 1.08
C 1.01 0.91 -0.43
C 0.04 -1.24 0.39
C -0.11 1.97 -0.13
H 0.40 -2.28 0.49
H -1.33 -1.21 2.13
H -1.93 -2.05 0.78
H -1.80 -0.25 0.69
H -0.98 1.49 0.23
H -0.34 2.43 -1.20
H 1.87 1.57 -0.65
H 0.88 0.17 1.75
H 2.11 -0.65 0.68
H 0.29 2.74 0.59


The data favor x; the next most stable structure lies 103.0 kcal/mol above it.